Molecular formula: C28H78InN6O12S
Method: DFT, ωB97M-V/def2-TZVPD

Properties
- spin multiplicity = 1
- HOMO (eV) = -5.48
- orbital gap (eV) = 1.44
- relative energy (zero: lowest compared OMol25 entry of this formula, charge and spin) (kcal/mol) = 98.9
- E_LUMO (eV) = -4.04
- energy (eV) = -79799.722
- net charge = +1

Element x y z (Å)
In 3.6000 -16.6119 -11.3703
S 2.9621 -16.6526 -14.2492
O 3.0539 -14.4580 -17.2406
O 5.0383 -13.5827 -9.2113
O 8.6792 -19.3040 -12.9804
O 4.1483 -16.4583 -13.1112
O 3.6160 -15.6927 -15.1900
O 9.9629 -11.7503 -15.7979
O 6.9695 -17.1985 -7.9359
O 3.0421 -17.9325 -14.9295
O 4.2329 -21.6256 -18.1638
O 3.6988 -20.2579 -10.4652
O 1.6748 -16.1971 -13.8157
O 9.9618 -15.2350 -14.2143
N 2.7620 -21.0512 -14.9899
N 1.9640 -17.8454 -11.7093
N 2.6895 -14.5872 -11.2066
N 6.9589 -16.4155 -11.7562
N 1.0977 -9.1849 -16.1312
N 4.8634 -17.5112 -9.9324
C 3.0037 -23.4908 -15.4017
C 7.8509 -18.6272 -12.0237
C 3.9577 -14.7860 -18.3681
C 3.9707 -12.9667 -9.8336
C 8.1919 -17.1805 -12.0227
C 3.4136 -22.0711 -15.8402
C 7.6453 -12.3131 -16.5040
C 4.8698 -20.9937 -10.7610
C 0.5413 -19.8530 -11.8667
C 3.6752 -18.4558 -7.8763
C 9.3612 -15.7460 -15.4009
C 10.2129 -16.7473 -16.1765
C 3.0891 -21.7027 -17.3466
C 4.6678 -17.5060 -8.4336
C 8.8026 -11.3189 -16.5156
C 1.7671 -19.2768 -11.1738
C 2.0811 -10.0936 -14.1459
C 2.0834 -14.4122 -8.7018
C 4.5792 -22.8274 -18.7548
C 9.2199 -16.9187 -10.9684
C 5.4727 -12.8049 -8.0369
C 8.0737 -17.5094 -7.1193
C 1.6981 -9.0297 -15.0467
C 2.9625 -20.1153 -11.6379
C 2.8794 -15.5362 -16.3730
C 2.6368 -13.7437 -9.9961
C 5.9135 -18.0213 -7.7056
C 8.4273 -20.6807 -13.0288
H 5.6338 -20.7669 -9.9990
H 1.7485 -19.2432 -10.1374
H 1.8854 -11.1923 -14.3308
H 2.8059 -15.1918 -8.4102
H 6.8112 -11.7972 -17.0521
H 9.0665 -11.2068 -17.5491
H 9.9146 -17.7838 -10.9129
H 7.4095 -20.8605 -13.2948
H 7.1032 -15.4996 -11.3706
H 5.9320 -11.8155 -8.3502
H 3.4916 -15.6765 -18.8492
H 0.6462 -19.7413 -12.9634
H 8.5895 -21.1914 -12.0641
H 6.0403 -19.0228 -8.0553
H 0.5303 -20.9266 -11.6616
H 4.0204 -19.4521 -8.0372
H 2.5532 -21.0488 -11.9619
H 6.4331 -16.2090 -12.5774
H 1.8007 -13.0028 -10.0913
H 3.7584 -23.2718 -19.3061
H -0.3986 -19.4702 -11.4995
H 4.8416 -23.6125 -18.0722
H 10.9903 -16.2692 -16.8076
H 5.3509 -20.6992 -11.7013
H 6.7727 -18.6794 -12.3319
H 3.4960 -18.4397 -6.8296
H 3.7694 -13.9242 -18.9961
H 9.5455 -17.2385 -16.8947
H 6.1874 -13.4080 -7.4818
H 9.6881 -15.9358 -11.1548
H 3.7146 -12.0143 -9.3126
H 1.5631 -9.8113 -13.1646
H 3.1342 -16.5143 -16.8697
H 10.3451 -11.0317 -15.2851
H 1.7779 -15.6961 -16.3983
H 7.2861 -25.2175 -12.7948
H 2.6698 -18.3167 -8.2592
H 4.6572 -22.0569 -10.6300
H 8.7223 -16.9231 -12.9509
H 3.0982 -9.9277 -13.7235
H 9.0378 -21.1408 -13.7740
H 5.0505 -18.4395 -10.2677
H 3.5236 -20.4954 -14.6888
H 3.3835 -19.5680 -12.4931
H 3.4773 -24.1771 -16.0902
H 2.0012 -23.5359 -15.5854
H 7.3748 -12.5580 -15.5109
H 7.8923 -13.2720 -17.0120
H 1.8338 -13.6762 -7.8690
H 2.1266 -20.6273 -15.6599
H 0.9285 -8.3411 -16.7725
H 9.1868 -14.9077 -16.0774
H 7.8075 -17.0920 -6.1456
H 2.0488 -8.1318 -14.6829
H 8.2724 -18.5788 -7.1384
H 10.6970 -17.5358 -15.6275
H 7.9390 -19.0204 -11.0008
H 8.4238 -16.1349 -15.0283
H 1.2232 -17.2479 -11.3647
H 8.7145 -16.8667 -9.9935
H 5.7234 -16.9321 -10.1423
H 2.8486 -20.6320 -17.3833
H 4.5271 -22.0344 -15.7204
H 5.6480 -18.0090 -6.6374
H 3.1675 -14.0461 -11.9259
H 5.3472 -22.6367 -19.4806
H 1.2291 -15.0953 -8.8435
H 1.7462 -18.1648 -12.7013
H 8.4493 -10.3332 -16.2553
H 4.3280 -12.7175 -10.8556
H 2.2856 -22.3184 -17.8047
H 4.6073 -12.6877 -7.3986
H 4.3715 -16.5027 -8.1636
H 1.7384 -14.6847 -11.5750
H 8.9516 -16.9642 -7.5902
H 10.1945 -14.3091 -14.2658
H 4.9568 -15.0984 -18.1092
H 3.0818 -23.8250 -14.3498

Molecular formula: C20H56O12
Method: DFT, ωB97M-V/def2-TZVPD

Properties
- spin multiplicity = 1
- HOMO (eV) = -9.08
- orbital gap (eV) = 9.55
- SMILES string = CC(C)=O.CC(C)=O.CC(C)=O.CC(C)=O.CO.CO.CO.CO.CO.CO.CO.CO
- relative energy (zero: lowest compared OMol25 entry of this formula, charge and spin) (kcal/mol) = 48.8
- E_LUMO (eV) = 0.47
- energy (eV) = -46213.652

Element x y z (Å)
O 1.7177 -3.8876 1.5723
O -2.5219 1.3795 -2.0576
O 2.5764 -3.5313 -1.1234
O 0.3072 1.2803 3.3532
O 0.9569 -0.5955 -1.6721
O -3.0196 1.7226 3.1201
O -4.4705 -1.4199 1.5745
O 2.1126 0.4618 1.3225
O 1.3447 1.0045 -4.2187
O 3.4501 1.4228 -1.0970
O -1.8728 -0.5865 3.0901
O -1.0039 0.0095 -3.9567
C 4.8598 1.5253 -0.8196
C -0.1832 1.9016 4.4673
C -1.3913 -1.3902 -4.0744
C -1.7429 -1.2237 4.3061
C 2.8953 2.6435 -4.4820
C -3.7164 3.9760 2.4327
C 4.1579 -1.8757 -1.5025
C -3.8431 1.0069 -2.4875
C 0.9939 2.8174 -2.6573
C 2.5763 -2.6536 -3.3741
C 3.0132 -2.7228 -1.9069
C -5.3188 2.1816 3.3238
C 2.8171 -0.5372 1.9221
C -0.3397 -2.1503 -0.4533
C -0.3364 0.3732 0.1003
C -3.9077 2.4996 2.9211
C -3.8206 -1.0312 0.3493
C 0.2289 -0.7720 -0.7391
C 1.7085 2.0342 -3.7687
C 2.8028 -4.5988 2.1742
H -1.7502 -0.5445 5.1592
H 1.6259 2.8994 -1.7757
H -0.9350 -1.9412 4.2114
H 0.6141 2.4193 5.0688
H 0.5146 -2.8527 -0.5605
H -2.7439 4.1069 1.9896
H -0.0542 0.1049 -3.8007
H -1.2077 -1.8795 -5.0619
H 2.9994 0.9034 -0.4007
H -1.2603 0.5749 -0.4433
H -3.7945 -1.6333 2.2781
H 2.2408 -0.9683 2.8118
H -0.4244 0.6996 3.1448
H -0.7212 1.2860 5.2318
H 0.2956 1.2944 0.0910
H -2.6447 0.0236 3.1303
H 2.7190 3.6484 -4.7085
H -4.3929 -0.2298 -0.0442
H -4.0518 -0.0019 -2.0704
H 3.1265 2.1839 -5.4257
H 5.2213 2.1545 -1.6306
H 1.9210 -1.7581 -3.5147
H -5.7736 2.1145 2.3191
H -0.6515 -2.1939 0.6543
H -0.8879 2.7400 4.1956
H 1.9868 -3.7173 0.6585
H 3.4689 -5.1716 1.5290
H -4.5347 4.1207 1.6659
H -1.8770 0.8981 -2.5768
H 2.8527 -1.4591 1.2716
H -0.5885 0.0727 1.1318
H 3.4178 -3.9016 2.7105
H -3.9939 4.6045 3.2862
H 1.8879 -3.4966 -3.4223
H -2.6167 -1.8590 4.4644
H -2.4923 -1.2915 -3.9157
H 5.0089 -2.5181 -1.7095
H 0.0036 2.3792 -2.5745
H 4.9893 2.0215 0.1830
H -5.3909 1.1332 3.6779
H 4.1766 -1.8626 -0.4245
H 3.8424 2.5085 -3.9256
H -2.7830 -0.6997 0.5224
H -1.2148 -2.4752 -1.0213
H 4.2715 -0.9371 -2.0067
H 5.3207 0.5678 -0.8214
H -4.4602 1.6810 -1.9545
H -3.8092 -1.9149 -0.2934
H 2.4114 -5.2666 3.0060
H 3.4850 -2.5271 -4.0182
H 0.7796 3.8526 -3.0219
H -0.9587 -2.0208 -3.3336
H -3.8673 1.1135 -3.6083
H 1.6092 0.9681 1.9762
H -5.7738 2.9781 3.9362
H 3.8343 -0.1953 2.1207

Molecular formula: C28H68N9O9
Method: DFT, ωB97M-V/def2-TZVPD

Properties
- spin multiplicity = 1
- HOMO (eV) = -10.29
- orbital gap (eV) = 8.21
- relative energy (zero: lowest compared OMol25 entry of this formula, charge and spin) (kcal/mol) = 18.8
- E_LUMO (eV) = -2.08
- energy (eV) = -61962.936
- net charge = +1

Element x y z (Å)
O -3.9912 3.2617 0.7866
O 2.9548 -0.0253 3.5896
O -0.2732 6.4437 5.5576
O -1.1232 0.5997 1.4076
O -4.8172 -2.1523 3.3856
O 3.1238 1.3947 -1.0314
O -1.6992 -2.6073 -0.5584
O 1.3248 -0.3603 -2.5804
O 3.0008 -3.2973 -0.6874
N -3.1702 -3.1053 2.0906
N -1.3332 6.5727 3.6926
N 1.3978 -1.0783 -4.6524
N -4.8722 3.1737 -1.2354
N 2.4678 -5.4003 -1.1344
N 4.3028 -0.8783 1.9686
N -2.7242 -3.9313 -2.1654
N 3.6058 2.7577 -2.7994
N 2.0678 -0.8713 0.3076
C -2.6472 -5.1263 -1.4404
C -1.0182 8.6057 5.0506
C -6.3842 3.1437 0.6366
C -3.6192 3.3177 -1.9674
C 4.5638 0.4987 -2.6424
C -4.9732 3.2767 0.0636
C 2.5268 3.7397 -2.4744
C 2.0938 -2.3253 -4.3714
C -1.5352 1.7037 2.0406
C -2.8922 -4.2453 2.8566
C -4.3582 -1.1763 1.2456
C -0.8372 7.0947 4.7786
C 4.7608 -4.7723 -1.0734
C 3.7628 1.6067 -2.0344
C 3.6988 0.1407 2.6196
C -2.1682 -1.4543 -2.4734
C 0.3168 0.9857 -4.3184
C 1.0328 -5.2613 -0.9134
C 4.2038 -2.2353 2.3656
C -4.0732 -2.2123 2.3306
C 0.3098 0.6417 1.1476
C 1.1028 -0.2743 -3.7924
C -1.3602 5.1627 3.2496
C 3.3858 -4.3873 -0.9754
C 3.8428 1.5457 2.0436
C 0.4198 -1.9103 1.7756
C 0.7388 -0.8553 0.7086
C -2.1892 -2.7203 -1.6234
H 5.5368 0.9997 -2.7414
H 4.4528 -2.4893 3.3766
H -0.7202 1.0877 -3.9834
H -1.9842 -4.6453 2.6016
H -0.5942 -1.6843 1.9376
H -1.1312 1.6337 3.0876
H -3.5902 -5.5033 -0.7904
H -6.6602 1.8467 0.6746
H 0.7538 -5.8253 0.1046
H -2.6172 1.3767 2.1816
H 0.4568 -5.7973 -1.8234
H 2.7168 1.9247 1.9106
H 3.0328 -1.8343 -3.9404
H 3.2138 -2.7203 2.1526
H 2.9988 -6.1653 -1.5764
H 1.6338 3.4897 -1.8584
H -1.5942 -1.6443 -3.3484
H -2.7942 -3.9543 3.8076
H -3.3792 -0.9563 0.8296
H -3.0962 4.3347 -2.1154
H 4.0968 0.3947 -3.7774
H -5.5712 3.0347 -1.8954
H -3.1782 -1.2983 -3.0464
H -1.8992 9.2427 4.6376
H -3.6592 -5.1193 2.7616
H 4.3978 -0.3753 -2.1504
H 5.1318 -5.3283 -0.1654
H -4.9922 -1.6493 0.3446
H 5.3878 -3.8153 -1.1694
H -1.6812 -5.3803 -0.8734
H 2.7258 4.7167 -1.8084
H 2.4588 4.1517 -3.4214
H 0.3718 -2.9253 1.2886
H 4.2228 2.7527 -3.6154
H 4.9208 -2.7133 1.7186
H -2.7152 -5.8663 -2.1874
H 0.7788 -4.3323 -0.5284
H -3.2252 -3.9163 -3.0664
H 0.3728 1.2857 0.2236
H 4.9758 -5.3433 -2.0714
H 4.5238 2.1877 2.4506
H 0.3008 -1.1173 -0.0934
H 2.1458 -0.1573 -0.3054
H -0.8572 5.0227 2.3486
H -0.2282 9.1017 4.6376
H 4.1718 1.3717 1.0746
H -1.4672 7.2587 2.7546
H -6.4792 3.2927 1.7726
H 2.3108 -2.8093 -5.3654
H 2.8958 -0.6243 0.8946
H -7.1652 3.7097 0.1096
H 1.4668 -3.0153 -3.7694
H 0.2588 1.2527 -5.1874
H 0.9038 1.0967 1.9766
H 0.5708 1.8257 -3.6864
H 1.1458 -0.7953 -5.5854
H 5.1598 -0.6153 1.3776
H -0.8672 8.7697 6.2146
H 1.0758 -1.9513 2.6756
H -4.7642 -0.2513 1.6216
H -0.9442 4.5167 4.1376
H -3.9452 2.7867 -2.8214
H -1.5492 -0.5353 -2.0624
H -1.2942 2.7417 1.5066
H -2.7432 -2.9583 1.1966
H -2.8062 2.6517 -1.4044
H -2.5702 4.9097 3.2246
H 2.2528 -1.6633 -0.1334

Molecular formula: C3H3FN2O
Method: DFT, ωB97M-V/def2-TZVPD

Properties
- spin multiplicity = 1
- HOMO (eV) = -11.05
- orbital gap (eV) = 11.77
- SMILES string = FCc1ncno1
- relative energy (zero: lowest compared OMol25 entry of this formula, charge and spin) (kcal/mol) = 36.0
- E_LUMO (eV) = 0.72
- energy (eV) = -10903.326

Element x y z (Å)
F -0.8968 -0.2603 -2.1948
O 0.6485 0.8092 -0.1510
N 1.5162 0.7602 0.9258
N -0.1414 -0.7455 1.1903
C -1.4009 -0.2560 -0.9156
C 1.0003 -0.1613 1.6883
C -0.2969 -0.1114 0.0709
H -2.1026 0.5752 -0.8283
H 1.4606 -0.4587 2.6172
H -1.9134 -1.1786 -0.7028

Molecular formula: C28H29BBiCl3F4N2O4PS2Si
Method: DFT, ωB97M-V/def2-TZVPD

Properties
- spin multiplicity = 2
- HOMO (spin up / spin down) (eV) = -1.06 / -2.04
- orbital gap (spin up / spin down) (eV) = 5.25 / 5.99
- relative energy (zero: lowest compared OMol25 entry of this formula, charge and spin) (kcal/mol) = 51.8
- E_LUMO (spin up / spin down) (eV) = 4.19 / 3.95
- energy (eV) = -134480.629
- net charge = -2

Element x y z (Å)
Bi 0.7652 -0.4200 -0.8943
Cl 3.1637 1.3589 -3.7958
Cl 4.9493 -0.0771 -1.4899
Cl 3.2192 2.5951 -0.8811
S 3.2300 -2.8375 -2.2355
S -0.6962 -1.2698 -5.2019
P -1.2248 -3.1541 -0.7193
Si 3.0007 0.2673 -2.0106
F -3.1919 2.2967 -2.4938
F -4.5298 1.1519 -1.0837
F -2.4172 0.4115 -1.4799
F -2.7646 2.3082 -0.2703
O 1.9884 -1.6474 0.7868
O 1.2706 -0.7000 4.7064
O 0.1626 0.9566 1.0255
O 1.2987 -2.3358 2.7772
N 0.2252 3.0032 1.9350
N 0.2148 1.2230 -2.4392
C 0.1715 0.8196 -3.7339
C 3.5574 1.9818 3.8433
C 3.4006 0.4875 1.9844
C -1.0581 2.7744 2.5690
C 0.9058 4.2581 2.1059
C 0.3784 -0.5542 -4.0086
C 2.1272 0.0517 3.9876
C 1.8817 -1.5113 2.0375
C -0.3999 3.0508 -4.4163
C -1.7963 -2.0991 1.8525
C -2.6137 -1.4731 2.7784
C -0.0423 2.4890 -2.1315
C -4.3622 -1.3219 1.1490
C 2.4953 -0.3020 2.6788
C 1.1290 -1.5501 -3.3282
C -2.4020 -4.5437 -1.1562
C -3.5453 -1.9375 0.2198
C -0.3524 3.4391 -3.0728
C -0.2543 -2.8643 -4.6919
C -0.1013 -4.1677 0.3372
C 2.4297 -1.4167 -2.7166
C 0.6830 -2.8565 -3.7318
C -0.1404 1.7469 -4.7455
C 3.9392 1.6222 2.5606
C 0.7349 2.0460 1.1849
C 2.6596 1.2077 4.5543
C -3.9011 -1.0964 2.4362
C -2.2639 -2.3574 0.5680
B -3.2221 1.5326 -1.3364
H -2.8052 -5.0236 -0.2635
H 3.9664 2.8730 4.3011
H -1.3739 3.6717 3.0930
H 2.3568 1.4701 5.5585
H -1.8577 -5.2784 -1.7488
H -0.5729 4.4511 -2.7751
H 0.4475 -4.8474 -0.3139
H 4.6375 2.2253 2.0019
H 0.2389 5.0869 1.8614
H 3.6828 0.1926 0.9860
H 1.6960 2.2785 0.7157
H -2.2357 -1.2742 3.7734
H 1.7639 4.2876 1.4371
H -0.7965 -2.3814 2.1450
H 0.6222 -3.5278 0.8353
H -0.6648 -4.7357 1.0787
H 0.0011 2.7271 -1.0808
H -0.1545 1.4041 -5.7702
H -0.6356 3.7728 -5.1843
H -1.7917 2.5066 1.8054
H -3.2207 -4.1587 -1.7590
H -4.5385 -0.6110 3.1659
H -5.3496 -0.9928 0.8579
H 1.0915 -1.4972 4.1154
H 1.2510 4.3730 3.1365
H -0.9726 1.9430 3.2696
H -0.7243 -3.7112 -5.1547
H 1.1314 -3.7378 -3.3108
H -3.8950 -2.0746 -0.7930

Molecular formula: C15H40F2FeO5
Method: DFT, ωB97M-V/def2-TZVPD

Properties
- spin multiplicity = 7
- HOMO (spin up / spin down) (eV) = -4.16 / -9.63
- orbital gap (spin up / spin down) (eV) = 4.82 / 8.29
- relative energy (zero: lowest compared OMol25 entry of this formula, charge and spin) (kcal/mol) = 0.0
- E_LUMO (spin up / spin down) (eV) = 0.66 / -1.34
- energy (eV) = -66260.535

Element x y z (Å)
Fe -0.0553 -2.4220 -0.1153
F -1.5117 -3.5603 0.5902
F -0.9316 -0.6593 0.3194
O 1.4111 -1.0293 -0.8918
O -2.9646 1.1304 0.8905
O -0.9222 -2.3203 -1.9745
O 0.7258 1.5616 -0.2141
O 0.8384 -2.2925 1.7214
C -4.6901 1.9672 2.1131
C -3.5541 0.9469 2.1603
C 2.3161 -1.1756 -1.9975
C 1.9937 3.4089 -0.1193
C 0.8191 2.7615 0.5415
C -1.1334 -1.8228 -4.3056
C -2.8564 -1.1646 -2.6119
C -1.3696 -1.3122 -2.8659
C 1.7357 -0.0294 2.1612
C -2.5238 1.0632 3.2873
C -0.4320 3.5174 0.5197
C 2.2979 0.0429 -2.9183
C 1.6849 -1.4895 2.5719
C 3.7456 -1.4242 -1.4034
C 3.0626 -2.1920 2.5422
H 3.5964 -2.3957 -0.9323
H -5.4425 1.6418 1.3947
H -1.9307 -2.4985 -4.6151
H -3.0385 -0.8937 -1.5719
H 2.5509 0.9488 -2.3674
H -0.0510 1.1281 0.1468
H -0.1337 -2.2570 -4.3009
H -3.2138 -0.2605 -3.1049
H 1.1199 2.5459 1.5667
H -4.2295 2.8723 1.7171
H 4.0590 -0.7389 -0.6159
H 2.8521 0.0670 -3.8566
H -2.4419 0.3341 0.7713
H 2.3461 4.1562 0.5917
H -1.8949 0.1730 3.2825
H 3.6038 -2.0261 3.4737
H 2.9234 -3.2683 2.4416
H 0.5475 -3.0310 2.2614
H 4.6227 -1.5228 -2.0430
H -1.2536 -3.1524 -2.3200
H -1.9241 1.9730 3.2581
H 1.9127 -2.0240 -2.5503
H 1.1407 -1.4990 3.5164
H -1.2382 -0.9518 -4.9525
H 1.7712 3.7524 -1.1295
H -0.9135 -0.3446 -2.6566
H -0.8239 4.0676 -0.3358
H 1.6198 -0.1750 -0.5067
H 1.2559 0.2029 -3.1955
H -0.5037 4.2173 1.3522
H -3.8492 -0.1000 2.2315
H -1.2094 2.8117 0.8127
H 0.7344 0.3571 1.9711
H 2.8331 2.7167 -0.1860
H -5.0146 2.0574 3.1497
H -3.3976 -2.0747 -2.8704
H 2.3666 0.4473 2.9114
H -3.0341 1.0818 4.2503
H 3.7894 -1.7991 1.8312
H 2.2066 -0.0454 1.1783

Result set for strongest force on any atom: 6.83 4.14 11.10 0.68 1.53 2.77 eV Å⁻¹, one per record in the order listed.